1.
{
  "formula": "C3H6BNO2",
  "method": "ωB97M-V with the def2-TZVPD basis set",
  "charge": 0,
  "lumo_energy_ev": 0.260,
  "species": ["C", "H", "B", "O", "H", "H", "C", "H", "O", "N", "C", "H", "H"],
  "xyz": [[-0.887385, -0.022323, -0.072592], [1.108253, 1.661606, 0.940797], [1.389872, -0.244240, -0.039831], [0.216277, -0.902153, -0.297621], [-2.566639, -1.036520, 1.056093], [-1.864368, -2.001422, -0.263986], [1.126889, 1.320926, 0.003618], [-2.850070, -0.328364, -0.558664], [2.646422, -0.756519, -0.041744], [-0.811099, 1.221074, 0.023197], [-2.105068, -0.916933, 0.051260], [1.346237, 2.003907, -0.778129], [3.250677, 0.000966, -0.022404]],
  "forces_ev_per_angstrom": [[0.1, -2.1, 0.6], [0.6, 2.0, 3.6], [-0.2, 1.6, -1.5], [0.3, 0.1, 0.8], [0.7, 0.6, -0.4], [-0.6, 2.1, -0.1], [-4.4, -2.4, -2.0], [0.3, -1.4, 0.4], [0.0, -0.1, 0.1], [3.8, -0.1, -0.4], [-1.0, -0.2, -0.7], [0.4, 0.5, -0.5], [0.0, -0.6, 0.1]]
}

---

2.
{
  "formula": "C3H6Br2Cl2",
  "method": "ωB97M-V with the def2-TZVPD basis set",
  "smiles": "BrCCBr.ClCCl",
  "charge": 0,
  "lumo_energy_ev": 0.380,
  "species": ["H", "H", "C", "C", "C", "H", "Br", "H", "H", "H", "Br", "Cl", "Cl"],
  "xyz": [[-0.293016, 28.174467, 15.846435], [-2.400842, 31.096282, 16.807273], [-1.378230, 30.822648, 17.067048], [-0.939816, 27.692626, 15.113238], [-1.010211, 26.224423, 15.609595], [-0.950405, 30.099400, 16.372801], [-2.664635, 28.605332, 14.943234], [-0.007905, 25.823172, 15.459640], [-0.388896, 27.692109, 14.172707], [-1.317317, 26.139346, 16.651969], [-2.202684, 25.047257, 14.486193], [-1.359676, 30.289877, 18.769328], [-0.410723, 32.240009, 16.725860]],
  "forces_ev_per_angstrom": [[-0.3, 0.4, 0.1], [0.2, -0.4, 0.1], [-0.2, 0.1, -0.3], [0.1, -1.4, 0.3], [-0.5, 0.4, -0.9], [-0.5, -0.3, 0.7], [0.6, -0.5, -0.1], [-0.1, -0.2, 0.2], [-0.5, 0.3, -0.2], [-0.2, -0.1, -0.3], [0.7, 0.8, 0.8], [0.2, 0.1, -0.6], [0.5, 0.8, 0.3]]
}

---

3.
{
  "formula": "C3H6Br2N3",
  "method": "ωB97M-V with the def2-TZVPD basis set",
  "charge": 1,
  "lumo_energy_ev": [-6.328, -7.446],
  "species": ["H", "H", "N", "H", "C", "N", "H", "Br", "Br", "H", "C", "C", "H", "N"],
  "xyz": [[-1.925935, -1.705517, -0.926198], [-0.134358, 1.997582, -0.737473], [-1.160687, -0.475623, 0.239774], [-0.095919, 0.196599, 1.869152], [-1.035947, -1.239428, -0.783832], [0.034604, 0.379856, 0.764054], [-1.280513, 1.993112, 0.344801], [0.187636, -2.518413, -2.906762], [1.959977, -1.554649, 1.727148], [0.182108, 2.606579, 0.907756], [1.308802, -0.164858, 0.581253], [-0.242804, 1.744502, 0.362802], [2.103188, 0.216323, -0.027101], [0.099846, -1.476067, -1.415374]],
  "forces_ev_per_angstrom": [[-2.8, -1.5, -1.1], [1.0, -1.2, 1.0], [-1.6, 0.7, 1.5], [-0.4, 0.9, -2.9], [4.8, 1.5, 1.1], [0.0, -1.8, 3.1], [-1.1, -0.8, 1.0], [0.2, 0.1, 0.4], [-1.1, 1.5, -1.0], [0.6, -1.2, 0.2], [0.9, -2.5, -0.4], [-0.2, 3.3, -2.3], [-0.2, 0.6, -0.5], [-0.2, 0.4, -0.2]]
}

---

4.
{
  "formula": "C3H6Br2N3",
  "method": "ωB97M-V with the def2-TZVPD basis set",
  "charge": 1,
  "lumo_energy_ev": -4.805,
  "species": ["N", "C", "H", "H", "C", "C", "N", "H", "Br", "H", "H", "H", "N", "Br"],
  "xyz": [[0.109756, -0.685027, -0.035541], [1.487449, -1.005552, -0.296919], [1.670137, -0.816399, -1.382460], [-1.295531, 0.905996, 2.355765], [-0.816060, 0.447508, 1.499481], [-0.435813, 0.468141, -0.704734], [-1.015806, 1.200199, 0.333043], [0.765043, 1.393698, -1.111105], [-1.537675, -0.025799, -2.229668], [1.942768, -1.945603, 0.082689], [2.237737, -0.248469, 0.201270], [-0.494868, -1.547157, -0.202134], [-0.164073, -0.585210, 1.402674], [-2.453064, 2.443675, 0.087639]],
  "forces_ev_per_angstrom": [[-1.2, -3.4, 1.4], [4.6, 1.7, -0.5], [-0.2, -0.7, 0.8], [0.4, -0.6, 0.5], [-3.2, 4.7, -0.2], [3.1, 4.3, -3.0], [-1.4, -0.1, 1.1], [-3.3, -3.0, 0.6], [0.5, 0.2, 0.6], [-1.4, 0.2, -0.4], [-2.0, -0.9, -0.7], [0.9, 1.1, -0.6], [2.0, -2.3, 0.3], [1.3, -1.1, 0.3]]
}

---

5.
{
  "formula": "C3H6Br3P",
  "method": "ωB97M-V with the def2-TZVPD basis set",
  "smiles": "C=P(Br)(Br)[C@H](C)Br",
  "charge": 0,
  "lumo_energy_ev": [-0.642, -0.642],
  "species": ["Br", "H", "H", "C", "H", "P", "H", "C", "C", "Br", "Br", "H", "H"],
  "xyz": [[1.918394, -1.249050, 0.562945], [-1.776607, -0.981029, -0.081998], [-2.252142, -1.085830, 1.617377], [1.550104, 0.158526, -2.142347], [-0.080768, 0.841310, 1.959381], [0.856016, 0.385605, -0.457342], [1.051448, 0.890361, -2.651181], [-0.621053, 0.484560, 1.089426], [-1.367393, -0.909866, 0.969027], [1.926851, 2.218480, 0.194007], [-1.860442, 1.841778, 0.472258], [1.162891, -0.904512, -2.492013], [-0.507303, -1.690331, 0.960455]],
  "forces_ev_per_angstrom": [[0.4, -0.3, 0.2], [0.4, 0.3, 1.0], [1.0, 0.2, 0.1], [-1.9, -3.6, 3.1], [-0.1, -0.4, 0.1], [1.4, -0.1, 0.5], [-1.0, 2.3, -2.2], [-0.6, -1.4, -3.1], [1.7, -0.1, -1.2], [-0.3, 0.0, -0.1], [0.1, 0.3, 0.3], [0.9, 1.9, 0.5], [-2.0, 0.9, 0.7]]
}

---

6.
{
  "formula": "C3H6BrN4O2",
  "method": "ωB97M-V with the def2-TZVPD basis set",
  "spin_multiplicity": 3,
  "charge": 1,
  "lumo_energy_ev": [-4.613, -8.002],
  "s_squared": 2.0117,
  "species": ["Br", "N", "H", "O", "O", "H", "N", "H", "C", "N", "C", "H", "C", "H", "N", "H"],
  "xyz": [[-3.125114, -0.039356, 0.123156], [0.532884, -0.258704, 1.612853], [0.093714, 2.086950, -1.471240], [0.721794, -2.058403, -0.889606], [2.749501, -1.353447, -0.579987], [1.346365, -0.401819, 2.298967], [1.566537, -1.313603, -0.471804], [-1.651164, 1.494382, -1.426883], [-0.822647, -0.293330, 1.719841], [-0.350499, 0.178573, -0.402503], [0.828463, 0.024256, 0.253675], [-0.284955, 0.686073, -2.423256], [-0.537964, 1.141303, -1.538019], [-1.282466, -0.615854, 2.635875], [-1.303181, -0.113668, 0.514690], [1.518738, 0.836650, 0.044238]],
  "forces_ev_per_angstrom": [[-7.4, 0.2, -1.4], [0.8, 0.2, 0.7], [-0.5, -1.4, 0.6], [0.4, -0.4, 0.1], [0.3, 0.2, 0.4], [-2.1, 0.3, -1.0], [-1.0, 0.1, -0.2], [2.1, -0.9, -0.8], [3.7, -1.1, -0.1], [-0.7, 0.9, 1.3], [2.9, 0.0, -0.5], [0.0, -1.3, -2.1], [-2.3, 2.4, 2.8], [-0.8, 0.2, -0.1], [3.9, 0.6, 0.0], [0.5, -0.1, 0.3]]
}

---

Quick rundown of relative energy (zero: lowest compared OMol25 entry of this formula, charge and spin), same order as above: 174.5 40.9 530.5 303.2 257.2 0.0 kJ/mol